113
Properties=species:S:1:pos:R:3 method="wB97M-V/def2-TZVPD" de_lowest_ev=0.0000 lumo_ev=0.568 smiles=C1CCOC1.C1CCOC1.C1CCOC1.C1CCOC1.C1CCOC1.C1CCOC1.C1CCOC1.C1CCOC1.CCO orbital_gap_ev=9.92 charge=0
C -0.3070 -4.3165 0.0854
C 1.1428 -4.4164 -0.3758
C 1.9223 -3.9993 0.8777
O 1.0473 -4.1118 1.9969
C -0.2170 -4.6207 1.5727
H -0.9918 -4.9897 -0.4304
H -0.6594 -3.2953 -0.0689
H 1.3807 -3.7478 -1.2063
H 1.3820 -5.4276 -0.7075
H 2.2190 -2.9445 0.8707
H 2.8400 -4.5833 0.9989
H -1.0506 -4.0900 2.0353
H -0.2275 -5.6748 1.8655
C -0.6238 -1.9042 -3.4367
C -1.8196 -2.8030 -3.0933
C -2.2962 -3.3177 -4.4694
O -1.5415 -2.6200 -5.4511
C -0.2836 -2.3242 -4.8667
H 0.2314 -2.1054 -2.7851
H -0.8306 -0.8383 -3.3716
H -2.6181 -2.2685 -2.5817
H -1.5094 -3.6259 -2.4513
H -3.3501 -3.1305 -4.6834
H -2.1689 -4.4038 -4.5828
H 0.1443 -1.5167 -5.4585
H 0.3907 -3.1911 -4.8768
C 4.8169 -0.4094 0.6197
C 4.9824 -1.7536 -0.0810
C 4.5640 -1.4552 -1.5176
O 3.6256 -0.4091 -1.4281
C 4.0526 0.4626 -0.3853
H 5.7135 0.0646 1.0128
H 4.1665 -0.5508 1.4868
H 4.3112 -2.4991 0.3378
H 5.9944 -2.1573 -0.0409
H 4.1182 -2.3068 -2.0361
H 5.4266 -1.1787 -2.1464
H 3.1971 0.9572 0.0743
H 4.6689 1.2370 -0.8626
C 2.9171 1.3323 -4.2052
C 2.6860 2.1342 -5.4845
C 1.6495 1.2915 -6.2236
O 0.8251 0.7670 -5.2125
C 1.6523 0.4697 -4.0778
H 3.0980 1.9650 -3.3365
H 3.8076 0.7135 -4.3245
H 3.5686 2.4033 -6.0628
H 2.1943 3.0924 -5.2813
H 2.0896 0.5161 -6.8752
H 1.0508 1.8810 -6.9237
H 1.9211 -0.5881 -4.1618
H 1.0453 0.6510 -3.1949
C 1.0580 2.2863 4.2000
C 1.7662 3.1876 5.2104
C 0.9428 4.4558 5.0644
O -0.4005 3.9887 4.9988
C -0.4185 2.6467 4.4987
H 1.2839 1.2372 4.3825
H 1.2822 2.5744 3.1714
H 2.8345 3.3085 5.0199
H 1.6615 2.7758 6.2161
H 1.2103 4.9984 4.1496
H 1.0296 5.1201 5.9237
H -1.0174 2.5704 3.5932
H -0.7629 2.0058 5.3113
C -1.8226 -2.5851 4.3741
C -2.4408 -1.9365 3.1586
C -2.5559 -0.4811 3.6064
O -2.6574 -0.4941 5.0417
C -2.5354 -1.8269 5.4937
H -0.7475 -2.3823 4.4000
H -1.9175 -3.6668 4.4661
H -3.4055 -2.3513 2.8662
H -1.8048 -1.9557 2.2693
H -3.4192 0.0495 3.1948
H -1.6829 0.1286 3.3473
H -3.5321 -2.2679 5.6492
H -2.0060 -1.9017 6.4448
C 1.5000 3.5909 0.6314
C 0.3628 4.4795 1.1274
C -0.9093 3.8038 0.5863
O -0.4241 2.8792 -0.3904
C 0.9268 3.1050 -0.7113
H 1.6893 2.7276 1.2762
H 2.4361 4.1493 0.5829
H 0.4859 5.4541 0.6341
H 0.3412 4.7614 2.1803
H -1.6210 4.5044 0.1564
H -1.3399 3.1688 1.3642
H 1.1410 3.8002 -1.5309
H 1.3897 2.1505 -0.9672
C -5.2923 1.8436 -1.8282
C -4.3751 1.5268 -0.6677
C -5.2857 0.6654 0.2209
O -6.6133 1.0383 -0.0503
C -6.6351 1.9883 -1.1046
H -5.3879 0.9817 -2.4936
H -5.0582 2.7247 -2.4214
H -4.0434 2.4437 -0.1644
H -3.4406 0.9859 -0.8340
H -5.0521 0.7570 1.2852
H -5.0799 -0.3839 -0.0339
H -6.8188 3.0034 -0.7357
H -7.4585 1.7388 -1.7794
C 0.9701 -0.5055 1.2758
C 0.4793 -0.5983 -0.1705
O -0.9041 -0.3180 -0.1508
H 2.0493 -0.5793 1.4147
H 0.4500 -1.2456 1.8878
H 0.6693 0.4642 1.6926
H 0.5521 -1.6349 -0.4907
H 1.0953 0.0539 -0.7915
H -1.0901 0.6275 -0.1268

20
Properties=species:S:1:pos:R:3 method="wB97M-V/def2-TZVPD" de_lowest_ev=1.7421 lumo_ev=0.847 smiles="C=C(CC)NC.O" orbital_gap_ev=8.81 charge=0
C 0.6709 0.7028 2.7742
C 0.8826 0.5154 1.2695
C 0.8083 -0.9578 0.9162
C 1.8708 -1.6918 0.5686
C -1.7393 -1.1896 0.6006
N -0.4465 -1.5651 1.0770
H 1.0319 -0.1403 3.3616
H -0.3939 0.7145 3.0109
H 1.1761 1.6230 3.0661
H 0.0796 1.0195 0.7356
H 1.8576 0.8614 0.9376
H 1.8072 -2.6737 0.1166
H 2.8641 -1.2623 0.5503
H -1.6426 -0.5595 -0.2914
H -2.2568 -2.0789 0.2393
H -2.4396 -0.6472 1.2449
H -0.2939 -2.5124 1.3799
H -2.1440 3.5519 -5.6214
H -0.7227 3.1959 -5.2685
O -1.3581 3.1576 -5.9747

67
Properties=species:S:1:pos:R:3 method="wB97M-V/def2-TZVPD" lumo_ev=-1.507 smiles="O=C=NC1=CC(=O)C=C(P(=O)(O)O)C1=O.COCCNCCOC.COCCNCCOC" orbital_gap_ev=7.20 charge=0
O -3.3002 4.2667 -1.8147
C -2.9254 3.7223 -0.8600
N -2.5557 3.0821 0.1218
C -1.3442 3.5191 0.7303
C -0.2292 2.7853 0.7991
C 0.9245 3.3793 1.5234
O 1.6939 2.7377 2.1979
C 1.0582 4.8693 1.4188
C -0.0538 5.6103 1.3355
P -0.0622 7.3944 1.1384
O -1.2722 7.9068 0.4914
O 1.3180 7.6743 0.3664
O 0.2736 7.9536 2.5871
C -1.3690 4.8814 1.3811
O -2.3393 5.3160 1.9368
H -0.1459 1.8014 0.3533
H 2.0553 5.3001 1.4340
H 1.4074 7.0875 -0.3969
H 0.0979 8.9078 2.6125
C 5.7053 -1.4567 0.4560
O 5.5427 -1.0705 -0.8929
C 5.2069 -2.1292 -1.7801
C 3.8019 -1.9671 -2.3149
N 2.8134 -2.1657 -1.2665
C 1.4421 -1.8301 -1.6337
C 1.1257 -0.3901 -2.0106
O 1.2237 0.5284 -0.9308
C 2.5395 0.9813 -0.6531
H 6.0965 -0.5940 0.9919
H 4.7608 -1.7594 0.9220
H 6.4178 -2.2821 0.5498
H 5.3182 -3.0957 -1.2795
H 5.9090 -2.0959 -2.6177
H 3.6366 -2.7109 -3.1006
H 3.7414 -0.9746 -2.7837
H 3.0806 -1.6269 -0.4536
H 0.8050 -2.0901 -0.7844
H 1.1384 -2.4741 -2.4653
H 0.0801 -0.3591 -2.3265
H 1.7279 -0.0379 -2.8566
H 3.1439 1.0241 -1.5624
H 3.0479 0.3569 0.0849
H 2.4702 1.9833 -0.2345
C -2.1168 -5.5631 1.4483
O -3.4036 -5.0901 1.1113
C -3.9860 -4.2148 2.0686
C -4.1106 -2.8109 1.5214
N -2.8036 -2.1975 1.3465
C -2.8085 -0.9216 0.6420
C -3.3014 -0.8875 -0.8004
O -2.4663 -1.5796 -1.7129
C -2.6916 -2.9715 -1.8209
H -1.8528 -6.3243 0.7164
H -1.3586 -4.7721 1.4203
H -2.1073 -6.0155 2.4449
H -3.3980 -4.2155 2.9914
H -4.9853 -4.5933 2.3002
H -4.6909 -2.2095 2.2281
H -4.6878 -2.8705 0.5875
H -2.1991 -2.8454 0.8580
H -1.7793 -0.5512 0.6410
H -3.3988 -0.2074 1.2253
H -3.2918 0.1594 -1.1139
H -4.3358 -1.2377 -0.9033
H -3.7475 -3.2198 -1.6832
H -2.0972 -3.5478 -1.1057
H -2.3887 -3.2722 -2.8241

144
Properties=species:S:1:pos:R:3 method="wB97M-V/def2-TZVPD" s_squared=2.009 lumo_ev="-0.087 / -0.248" orbital_gap_ev="7.81 / 7.65" spin_multiplicity=3 charge=0
C 5.8317 -2.8025 -1.5239
C 5.2351 -2.7898 -0.3515
C 4.4786 -3.0626 1.0273
C 5.1167 -2.7480 2.4620
C 4.3342 -2.9915 3.8285
C 4.9759 -2.6236 5.2684
C 3.9244 -2.0288 6.3372
C 3.8163 -0.4151 6.3624
C 2.4970 0.1666 5.6141
F 2.8482 1.4869 5.0877
F 2.0584 -0.6853 4.5440
C 1.2366 0.4069 6.5878
F 1.5662 1.1806 7.7753
F 0.5550 -0.7937 6.9849
F 0.2391 1.2083 5.8945
C 2.8842 -3.6126 3.7865
C 2.2257 -3.9330 2.3954
C 3.0223 -3.6503 1.0307
S 2.0324 -4.0464 -0.5204
C 0.3446 -3.3650 -0.0363
C -0.5781 -2.5273 -0.9918
C -1.9523 -2.0024 -0.3505
C -2.9092 -1.1084 -1.3278
O -2.4387 0.2687 -1.1968
O -2.6948 0.7668 0.0231
C -2.3621 -2.2876 1.1610
C -3.7135 -1.7374 1.8601
C -4.6246 -2.8911 2.5282
C -4.9835 -2.6222 4.0998
C -3.6978 -2.5500 5.0671
N -3.4193 -3.7710 5.8841
C -1.9330 -3.9252 6.1428
C -3.8317 -5.0367 5.2305
C -4.9937 -5.9115 5.9804
O -3.3500 -5.5472 4.1674
C -1.4123 -3.1655 2.0856
C -0.0626 -3.6897 1.4827
N 0.8375 -4.4861 2.3901
C 0.8078 -5.9451 2.0539
C -0.4908 -6.7288 2.6625
O -0.1195 -8.1234 2.8974
Si -0.0624 -8.4845 4.6141
C 0.7683 -10.2152 4.9109
C -1.8366 -8.4756 5.3764
C 1.1235 -7.1877 5.3952
H 6.2188 -2.9129 -2.6087
H 6.1843 -2.2912 2.4574
H 5.7431 -1.7687 5.0571
H 5.6173 -3.5029 5.6781
H 2.8566 -2.4432 6.2557
H 4.3043 -2.3417 7.3957
H 3.6921 -0.1175 7.4842
H 4.7318 0.1319 5.9111
H 2.2443 -3.8536 4.7286
H -0.2739 -2.3031 -2.0888
H -2.6780 -1.4355 -2.4033
H -4.0197 -1.1812 -1.0307
H -1.8701 0.7653 0.5879
H -3.3518 -1.0538 2.7357
H -4.3229 -1.0215 1.1693
H -5.6165 -2.9283 1.9125
H -4.1002 -3.8950 2.3415
H -5.4576 -1.5536 4.1106
H -5.8356 -3.3183 4.4799
H -3.9078 -1.6887 5.8287
H -2.7570 -2.1914 4.4769
H -1.4335 -2.8947 6.3659
H -1.3556 -4.3505 5.2319
H -1.7316 -4.6570 7.0168
H -5.8470 -5.2123 6.2984
H -4.4901 -6.2910 6.9609
H -5.3261 -6.8182 5.3536
H -1.6413 -3.4502 3.1775
H 1.7296 -6.5353 2.4508
H 0.7802 -6.1477 0.9106
H -1.3796 -6.7149 1.9304
H -0.8563 -6.2963 3.6665
H 0.0750 -11.0756 4.5579
H 1.7686 -10.2911 4.3452
H 0.9669 -10.2797 6.0499
H -2.5806 -8.7139 4.5179
H -2.0539 -7.4123 5.7641
H -1.9599 -9.2902 6.1850
H 1.1353 -6.1634 4.8570
H 0.7315 -6.9821 6.4653
H 2.2233 -7.5612 5.4815
C -1.3355 3.8883 -4.1527
C -0.7995 2.4674 -4.4372
C 0.5713 2.5097 -5.1533
C 0.4895 2.8495 -6.6340
C -0.4925 1.9226 -7.3443
C -1.8880 1.9208 -6.6844
N -1.8317 1.6919 -5.2003
O -1.5662 0.3575 -5.0051
C -2.5898 3.2659 -7.0162
C -2.7860 0.8755 -7.4024
C -0.5398 1.9142 -3.0026
H -1.6910 4.4328 -5.0203
H -2.1676 3.8551 -3.4409
H -0.5534 4.5168 -3.7078
H 1.0654 1.5339 -5.0600
H 1.2332 3.2278 -4.6567
H 0.2045 3.8988 -6.7643
H 1.4809 2.7441 -7.0876
H -0.5706 2.2235 -8.3954
H -0.0768 0.9071 -7.3505
H -3.4842 3.4086 -6.4014
H -2.9082 3.2965 -8.0620
H -1.9422 4.1356 -6.9049
H -2.3674 -0.1334 -7.3771
H -2.9077 1.1243 -8.4615
H -3.7872 0.8463 -6.9574
H -1.4699 1.8159 -2.4374
H 0.1108 2.5961 -2.4440
H -0.0371 0.9430 -3.0056
C 1.3460 10.1789 -3.3114
C 1.8822 8.7577 -3.5965
C 3.2541 8.8001 -4.3108
C 3.1746 9.1413 -5.7913
C 2.1934 8.2155 -6.5035
C 0.7970 8.2136 -5.8456
N 0.8510 7.9834 -4.3614
O 1.1162 6.6496 -4.1671
C 0.0960 9.5590 -6.1773
C -0.1002 7.1690 -6.5657
C 2.1398 8.2029 -2.1617
H 0.9919 10.7239 -4.1790
H 0.5130 10.1449 -2.6010
H 2.1280 10.8064 -2.8647
H 3.7476 7.8241 -4.2176
H 3.9157 9.5174 -3.8126
H 2.8902 10.1909 -5.9212
H 4.1664 9.0359 -6.2435
H 2.1169 8.5172 -7.5543
H 2.6088 7.1998 -6.5099
H -0.7993 9.7013 -5.5637
H -0.2209 9.5905 -7.2235
H 0.7434 10.4284 -6.0645
H 0.3184 6.1599 -6.5405
H -0.2203 7.4185 -7.6248
H -1.1021 7.1395 -6.1221
H 1.2075 8.1042 -1.5972
H 2.7896 8.8845 -1.6023
H 2.6421 7.2317 -2.1654

65
Properties=species:S:1:pos:R:3 method="wB97M-V/def2-TZVPD" lumo_ev=-0.972 smiles="COCCCCCc1cc2c(c(C(F)(F)C(F)(F)F)c1N(C)C(C)=O)Sc1ccc(COC)cc1N2" orbital_gap_ev=6.86 charge=0
C -2.2993 -3.5862 -3.4162
O -2.7583 -2.4336 -4.2615
C -2.2024 -1.2613 -3.5674
C -2.1992 0.1282 -4.4364
C -0.7193 0.9054 -4.4059
C -0.7228 2.1929 -3.3590
C 0.6172 2.2543 -2.4006
C 0.2863 1.8645 -0.8078
C -0.4015 0.3996 -0.5666
C -0.6961 -0.0325 1.0188
C -0.2885 1.0033 2.2487
C 0.3779 2.5176 2.0006
C 0.7553 3.5337 3.2301
F -0.2373 3.5004 4.3700
F 0.8075 4.9810 2.8486
C 2.2925 3.1910 3.7938
F 3.1524 4.4163 3.5883
F 2.2979 2.9675 5.2780
F 2.9025 2.0075 3.1354
C 0.6785 2.9458 0.4098
N 1.3052 4.2059 -0.0599
C 2.6853 4.5013 0.3719
C 0.4165 5.3342 -0.4069
C 0.4814 5.8922 -1.9839
O -0.4961 5.9608 0.3608
S -0.6444 0.3064 3.9927
C -0.3313 -1.5393 3.7807
C 0.2711 -2.5531 4.9239
C 0.4662 -4.1923 4.6567
C 0.0674 -4.8553 3.1827
C 0.1913 -6.4507 2.8109
O -0.4735 -6.8065 1.5130
C 0.4865 -6.6462 0.3969
C -0.5283 -3.8250 2.0541
C -0.7352 -2.1904 2.3312
N -1.3427 -1.3941 1.2028
H -2.8524 -4.5839 -3.6776
H -2.4876 -3.2955 -2.2736
H -1.1173 -3.6963 -3.5065
H -2.6913 -1.0726 -2.4973
H -1.0620 -1.5156 -3.3378
H -2.9421 0.8773 -3.8955
H -2.4653 -0.0234 -5.5757
H 0.1357 0.1328 -4.1983
H -0.5233 1.3623 -5.4875
H -1.6556 2.1581 -2.6389
H -0.7728 3.1693 -4.0039
H 1.2507 3.2323 -2.5096
H 1.3228 1.3677 -2.7777
H -0.6555 -0.3384 -1.4382
H 3.4425 4.7929 -0.5029
H 3.1434 3.5542 0.9103
H 2.7141 5.3830 1.1641
H 1.4731 5.5434 -2.5080
H -0.4614 5.3825 -2.5103
H 0.3010 7.0480 -1.9995
H 0.5625 -2.1387 5.9947
H 0.8721 -4.8910 5.5219
H 1.3302 -6.7179 2.6930
H -0.3449 -7.1247 3.6270
H 1.1671 -5.7050 0.6715
H -0.1178 -6.3450 -0.5855
H 1.1664 -7.5996 0.2206
H -0.8467 -4.2597 1.0024
H -1.3483 -1.9398 0.2904